#w
Formula: C3H4N2OS
Source: the Open Molecules 2025 dataset
Level of theory: wB97M-V/def2-TZVPD

Each line ends with the Mulliken charge.
Atoms and positions in Å:
N (3.26095, -0.96782, -0.06693)  -0.3877
C (2.12093, -0.78157, 0.04569)  0.0931
C (0.63382, -0.88154, 0.08645)  -0.1773
S (0.01099, 0.48281, 1.03152)  -0.1068
C (-1.19849, 1.30369, 0.04349)  0.0273
N (-1.98682, 0.85737, -0.86636)  -0.3715
O (-1.91865, -0.49145, -1.12195)  -0.3522
H (0.27792, -0.78461, -0.96370)  0.2662
H (0.41887, -1.81127, 0.51852)  0.3145
H (-1.21848, 2.40054, 0.23089)  0.3426
H (-2.56142, -0.66840, -1.83528)  0.3518

Calculated values
HOMO energy in eV: -9.419
Orbital gap in eV: 9.9
LUMO in eV: 0.46
SMILES string: N#CCS/C=N\O
Multiplicity: 1

=====

#x
Formula: C3H4N2OS
Source: the Open Molecules 2025 dataset
Level of theory: wB97M-V/def2-TZVPD

Each line ends with the Mulliken charge.
Atoms and positions in Å:
O (-1.31272, 2.06756, -0.02753)  -0.4391
N (-0.72781, 0.83522, -0.02892)  0.3626
N (0.61504, 0.65105, -0.14460)  -0.3073
C (0.79178, -0.72266, -0.14238)  -0.1264
C (-0.39879, -1.34364, 0.11979)  -0.4715
C (-1.40326, -0.33133, -0.00627)  0.2563
S (-3.03957, -0.22261, -0.00917)  -0.5904
H (-2.28238, 1.61244, -0.13726)  0.3358
H (1.21522, 1.44066, -0.28835)  0.2128
H (1.69278, -1.23828, -0.38159)  0.4374
H (-0.51230, -2.40098, 0.43622)  0.3299

Calculated values
HOMO energy in eV: -7.954
Orbital gap in eV: 8.6
LUMO in eV: 0.61
SMILES string: On1[nH]ccc1=S
Multiplicity: 1

=====

Stability verdict: #w, ahead by 0.513 eV

=====

#w
Formula: C4H10NS
Source: the Open Molecules 2025 dataset
Level of theory: wB97M-V/def2-TZVPD

Each line ends with the Mulliken charge.
Atoms and positions in Å:
C (1.43160, -1.01470, -0.91865)  -0.8389
N (1.45825, 0.20454, -0.10891)  -0.3583
C (0.49190, 0.16485, 1.01806)  -0.8886
C (-0.94419, -0.09853, 0.65714)  -0.3990
C (-1.44284, 1.10084, -0.11220)  -0.7597
S (-2.58129, 0.28327, -1.37121)  -0.7165
H (1.11482, -0.97037, -1.96852)  0.2964
H (2.51314, -1.43544, -1.11414)  0.2491
H (0.87963, -1.85564, -0.44870)  0.2725
H (1.21139, 0.88078, -0.83416)  0.3609
H (0.92784, -0.51413, 1.71755)  0.3517
H (0.33867, 1.01361, 1.77317)  0.2665
H (-0.89754, -0.97348, 0.02657)  0.2702
H (-1.62886, -0.28104, 1.56647)  0.3056
H (-2.13523, 1.62910, 0.51696)  0.2460
H (-0.73729, 1.86636, -0.39943)  0.3420

Calculated values
HOMO energy in eV: -2.178
Orbital gap in eV: 6.2
LUMO in eV: 4.01
SMILES string: CNCCC[S-]
Charge: -1
Multiplicity: 1

=====

#x
Formula: C4H10NS
Source: the Open Molecules 2025 dataset
Level of theory: wB97M-V/def2-TZVPD

Each line ends with the Mulliken charge.
Atoms and positions in Å:
C (0.28872, -0.08824, 0.81578)  -0.5161
C (0.92424, 0.02974, -0.59730)  -0.7145
S (2.77524, -0.13162, -0.51285)  -0.6396
C (-1.14561, -0.76546, 1.03143)  -0.9446
N (-2.42118, 0.67620, 0.61983)  -0.5815
C (-2.88943, 0.61405, -0.71475)  -0.1361
H (0.33312, 0.91480, 1.26460)  0.2743
H (0.96809, -0.73480, 1.39345)  0.3622
H (0.65004, -0.83813, -1.24187)  0.1507
H (0.56307, 0.94207, -1.09601)  0.2339
H (-1.16037, -1.22811, 2.04395)  0.3733
H (-1.05188, -1.56627, 0.36954)  0.3865
H (-2.29740, -0.44069, 0.97307)  0.3334
H (-3.59496, -0.21756, -1.03872)  0.1360
H (-1.88858, 0.26860, -0.68860)  -0.0362
H (-3.04417, 1.53210, -1.32355)  0.3183

Calculated values
HOMO energy in eV: -2.392
Orbital gap in eV: 6.1
LUMO in eV: 3.69
Charge: -1
Multiplicity: 1

=====

#y
Formula: C4H10NS
Source: the Open Molecules 2025 dataset
Level of theory: wB97M-V/def2-TZVPD

Each line ends with the Mulliken charge.
Atoms and positions in Å:
C (0.44430, -1.52382, 1.76371)  -1.4176
C (0.28317, -0.03968, 1.29430)  -0.2241
N (0.72801, -0.02283, -0.07926)  -0.3297
C (0.24543, 1.07090, -1.09849)  -0.7719
C (-0.94909, 0.70961, -2.01700)  -0.5018
S (-1.96862, 1.97318, -2.87383)  -0.6622
H (-0.35261, -2.22087, 1.62183)  0.3169
H (1.37106, -1.90098, 1.34445)  0.4207
H (0.61107, -1.51571, 2.81008)  0.3867
H (0.76143, 0.77660, 1.79435)  0.3342
H (-0.70056, 0.25477, 1.50951)  0.2933
H (0.81797, -1.05195, -0.26034)  0.1916
H (1.16117, 1.25089, -1.59666)  0.3680
H (-0.07131, 1.94264, -0.47061)  0.3315
H (-1.77736, 0.44869, -1.14199)  0.0199
H (-0.60406, -0.15145, -2.60005)  0.2446

Calculated values
HOMO energy in eV: -2.179
Orbital gap in eV: 5.7
LUMO in eV: 3.52
SMILES string: CCNCC[S-]
Charge: -1
Multiplicity: 1

=====

#z
Formula: C4H10NS
Source: the Open Molecules 2025 dataset
Level of theory: wB97M-V/def2-TZVPD

Each line ends with the Mulliken charge.
Atoms and positions in Å:
C (-0.53959, 0.34361, -0.72085)  0.1399
C (-1.35355, -0.39844, 0.27607)  -0.8290
S (-3.15048, -0.00627, 0.20131)  -0.5486
C (0.84629, 0.82623, -0.36427)  -0.5140
N (1.63204, -0.30813, -0.43543)  -0.6419
C (1.56810, -1.13385, 0.72872)  -0.6442
H (-0.49997, -0.16654, -1.68693)  0.2576
H (-1.28921, 1.49612, -0.92868)  -0.4308
H (-0.98501, -0.18769, 1.27230)  0.2715
H (-1.22954, -1.47051, 0.07547)  0.1966
H (1.13148, 1.60247, -1.09196)  0.4014
H (-1.65523, 2.18693, -1.16069)  0.2519
H (0.82046, 1.36365, 0.59662)  0.3728
H (1.82288, -0.58316, 1.65927)  0.2578
H (0.59693, -1.60315, 0.92529)  0.1659
H (2.28439, -1.96128, 0.65376)  0.2932

Calculated values
HOMO energy in eV: -2.879
Orbital gap in eV: 5.8
LUMO in eV: 2.94
Charge: -1
Multiplicity: 1

=====

Stability verdict: #w, ahead by 0.235 eV

=====

#w
Formula: C4H10NS
Source: the Open Molecules 2025 dataset
Level of theory: wB97M-V/def2-TZVPD

Each line ends with the Mulliken charge.
Atoms and positions in Å:
C (0.86317, 0.55501, -0.13634)  0.2861
C (0.08517, 1.16905, 1.01965)  -0.8872
S (-1.69351, 1.52423, 0.54408)  -0.5224
C (0.10576, -0.63081, -0.59072)  -0.8497
N (0.74127, -1.84531, -1.26497)  -0.6456
C (1.42754, -2.51592, -0.18300)  -0.5851
H (1.91455, 0.57104, -0.41707)  0.5003
H (0.51099, 1.29389, -0.99385)  -0.8721
H (0.04707, 0.43098, 1.84769)  0.3202
H (0.41945, 2.12789, 1.48467)  0.3054
H (-0.58883, -0.16172, -1.37371)  0.3998
H (0.40812, 1.72773, -1.87431)  0.4821
H (-0.63000, -0.93262, 0.20336)  0.4560
H (0.93742, -2.16691, 0.80487)  0.1737
H (2.52613, -2.17126, -0.08922)  0.1737
H (1.47249, -3.65354, -0.10055)  0.2648

Calculated values
HOMO energy in eV: -2.717
Orbital gap in eV: 4.6
LUMO in eV: 1.84
Charge: -1
Multiplicity: 1

=====

#x
Formula: C4H10NS
Source: the Open Molecules 2025 dataset
Level of theory: wB97M-V/def2-TZVPD

Each line ends with the Mulliken charge.
Atoms and positions in Å:
C (-1.34489, 1.54209, 1.17366)  -0.7133
N (-1.15836, 0.99653, -0.18935)  -0.4027
C (-0.10510, 0.25153, -0.94980)  -0.3343
C (0.12350, -1.11883, -0.26659)  -0.5608
C (1.63095, -1.50339, -0.02587)  -0.6619
S (2.90612, -0.62463, -1.03962)  -0.6901
H (-0.51436, 2.16451, 1.55542)  0.2581
H (-2.24835, 2.18076, 1.25341)  0.2527
H (-1.32117, 0.60162, 1.75184)  0.2262
H (-1.44311, 1.79040, -0.75391)  0.1631
H (-0.33372, 0.12672, -1.98822)  0.2901
H (0.84565, 0.79611, -0.94984)  0.2733
H (-0.53790, -1.22074, 0.61062)  0.3473
H (-0.13649, -1.91593, -0.97252)  0.1461
H (1.94295, -1.49220, 1.05135)  0.1921
H (1.69430, -2.57456, -0.26059)  0.2142

Calculated values
HOMO energy in eV: -2.198
Orbital gap in eV: 6.0
LUMO in eV: 3.76
SMILES string: CNCCC[S-]
Charge: -1
Multiplicity: 1

=====

Stability verdict: #x, ahead by 5.898 eV